No. 1
C24H22Br2IN3ORuS4 | ωB97M-V/def2-TZVPD

⟨S²⟩: 0.756
ΔE to the lowest compared entry with this formula, charge and spin, eV: 0.3023
Spin multiplicity: 2
Frontier orbital gap (alpha / beta), eV: 7.87 / 7.24
Net charge: +1

XYZ file:
```
58
Properties=species:S:1:pos:R:3:mulliken_charge:R:1
H 1.60542 2.09582 -6.31424 0.486
N 2.05325 2.08916 4.01168 0.323
C -2.68705 1.86880 -2.33686 -0.901
H -0.32468 5.64620 0.86545 0.551
C 3.45900 1.73034 4.14744 -0.908
H 2.02864 -1.37267 -3.60392 0.493
H 3.57886 0.65966 3.99168 0.367
C -0.60411 2.90046 -1.32230 -1.373
C -5.05849 1.26582 -2.66966 -0.648
H -0.50381 0.58143 -6.70900 0.430
H 1.91977 4.40518 0.29419 0.525
S 0.89938 2.50269 -4.02138 -0.002
S 2.02502 1.14513 1.53778 -0.355
H -5.57501 3.27181 -3.26064 0.448
C -3.61131 1.76090 1.34495 -1.032
C -4.81570 2.57656 -2.93448 -0.864
O -0.87276 0.54845 -1.51300 -0.211
C -0.20362 4.77934 0.23500 -0.508
N -1.23841 1.39131 1.36550 1.193
H 0.60398 -2.00099 0.47638 0.571
C 1.32749 1.87385 2.90184 0.145
H -4.31813 3.33391 2.63610 0.435
H 1.63911 2.85192 5.98111 0.437
C 1.25922 2.62740 5.00103 -0.821
H -1.11082 -1.54116 0.31486 0.369
S -1.56216 4.10097 -0.55512 -0.076
Br 0.22814 -2.72020 -2.53667 -0.102
S -3.63602 0.43993 -2.19670 0.060
C -2.47630 1.13062 0.89728 -0.651
N 0.06024 2.30382 3.16844 0.627
H -5.99585 0.73749 -2.73502 0.498
C -1.13390 2.23435 2.39730 0.358
H 3.78156 1.99811 5.14902 0.316
H -3.04259 3.89602 -2.98630 0.662
Br 2.11972 -0.39854 -1.34262 0.016
C -1.17906 1.76735 -2.16423 4.302
H -2.52003 0.39303 0.11374 0.724
H 0.55171 -0.37205 -3.26247 -0.891
H -0.87742 3.07137 4.97461 0.527
C -3.44624 2.91929 -2.75916 -0.777
C -0.26699 1.07785 -5.77979 -0.735
C -0.58153 1.74297 -3.57167 -1.164
I -0.38336 -1.48706 2.87644 -0.011
C -3.46999 2.75364 2.29958 -0.864
C 0.71868 3.04606 -0.97820 -0.408
H 1.52004 2.45916 -1.40451 0.726
H -2.00452 0.46267 -4.56354 0.496
H -2.08846 3.75138 3.58315 0.521
C -0.14839 -1.26866 0.75077 -1.091
C 0.83532 1.85419 -5.59962 -0.466
Ru 0.25567 0.61484 0.14725 0.432
C -1.07992 1.01954 -4.61878 0.116
H 4.05501 2.26943 3.41398 0.347
H -4.56703 1.50130 0.91330 0.488
C 0.94408 4.12544 -0.07534 -1.324
C 0.02636 2.75452 4.49541 -0.423
C 1.22665 -1.14012 -2.91535 0.779
C -2.22095 2.98823 2.83370 -1.159
```

***

No. 2
C3H6ClF | ωB97M-V/def2-TZVPD

ΔE to the lowest compared entry with this formula, charge and spin, eV: 7.7974
Frontier orbital gap, eV: 10.17
Net charge: 0

XYZ file:
```
11
Properties=species:S:1:pos:R:3:mulliken_charge:R:1
H -1.26886 0.39428 -0.53636 0.364
C -0.44117 -0.52192 1.15407 -0.691
H -0.45373 -2.14103 1.25949 0.217
H 1.61659 -0.08008 -0.88528 0.333
H 1.09096 -0.04610 1.79528 0.151
H -1.66435 0.25452 1.95324 0.229
F 0.48226 0.54598 -2.37893 -0.231
C -0.29867 -0.09558 -0.32706 -0.817
C 0.77347 0.52648 -1.04152 0.212
Cl 0.76739 2.17012 -0.19196 -0.186
H -0.60388 -1.00668 -0.80098 0.419
```

***

No. 3
C25H17Co2FO10S | ωB97M-V/def2-TZVPD

ΔE to the lowest compared entry with this formula, charge and spin, eV: 1.3082
Frontier orbital gap, eV: 4.69
Net charge: -2

XYZ file:
```
56
Properties=species:S:1:pos:R:3:mulliken_charge:R:1
O -0.66593 -0.97827 5.95855 -0.467
H 3.18020 2.20506 -0.61080 0.294
C 1.73281 0.32948 8.42918 -0.209
O 2.35205 2.83156 3.42333 -0.492
C 0.36780 -0.48647 6.14078 0.389
H 4.16188 2.17426 0.86455 0.213
C 5.44932 -3.22793 5.64866 -0.914
H 3.51979 -2.60718 4.92396 0.330
Co 2.45202 0.05903 4.26607 0.895
O 1.71810 0.33838 9.58436 -0.439
C 1.11696 2.04386 6.30948 -0.011
O 2.34931 -2.00571 0.89472 -0.752
F -0.15289 -1.86618 1.94376 -0.397
C 3.94306 -0.03376 3.42102 -0.135
H 5.60428 0.23585 7.44872 0.341
H -4.47202 0.43214 -1.30368 0.344
C -4.16286 -1.03352 1.75091 -0.588
H -2.15617 1.08075 -0.79209 0.432
C 2.17649 1.71585 3.68464 -0.219
H 7.52387 -1.32693 7.59563 0.327
C 3.34620 1.27700 6.44302 0.053
H 4.87386 1.66414 -0.69180 0.372
C 3.96652 1.66059 -0.08190 -1.178
Co 1.81596 0.48249 6.64950 0.012
H 7.34730 -3.61810 6.58981 0.344
H 4.34391 -0.42648 0.34614 0.317
C 3.36691 -0.08658 5.97107 1.514
O 1.19676 -2.55510 4.08324 -0.453
H -4.70697 -1.65312 2.45690 0.372
H 5.25475 2.17991 6.13970 0.314
C 0.59467 -0.74018 2.00054 0.009
O 0.69564 3.11230 6.15465 -0.417
O -0.39123 1.60484 2.42926 -0.665
O 2.55182 0.23262 1.16178 0.154
H 5.38986 -4.19078 5.14360 0.380
O 0.00692 0.96466 0.02369 -0.773
C 5.57150 -0.72370 6.91607 -0.782
H 3.01488 -0.12751 -0.80722 0.392
C 4.20522 2.31094 6.41759 -0.976
O 5.01639 0.03822 2.99083 -0.499
C 6.63328 -1.62615 7.03372 -0.741
C 4.45101 -1.05589 6.12102 1.073
C 4.40364 -2.32554 5.49780 0.203
H -5.78980 -0.93403 0.33847 0.337
S -0.40481 0.61255 1.37045 1.620
C -4.04099 0.12723 -0.35466 -0.546
C -2.85054 -0.65563 2.04814 -0.218
C 1.91073 -0.94832 1.30294 0.245
C -2.73093 0.50695 -0.06891 -0.336
H -2.37628 -0.96217 2.97665 0.446
C 3.51593 0.24269 0.09686 -0.436
C 6.55142 -2.89178 6.43971 -0.398
C -2.11688 0.07731 1.10959 -0.291
C -4.76251 -0.64482 0.55413 -0.343
H 3.86796 3.31732 6.68324 0.218
C 1.59752 -1.46304 4.04313 -0.263
```

***

The lowest ΔE to the lowest compared entry with this formula, charge and spin belongs to which entry?
C24H22Br2IN3ORuS4

***

Which value of ΔE to the lowest compared entry with this formula, charge and spin does entry 2 give?
7.7974 eV

***

What is the formula in the third record?
C25H17Co2FO10S